1.
A structure of composition C16H38AlBeBrClFN7O13 at a distorted geometry, computed with the ωB97M-V functional and the def2-TZVPD basis.

Atoms and positions in Å:
C: 4.372 -4.749 0.905
C: 3.600 -3.492 1.417
O: 3.840 -2.377 0.565
C: 3.075 -1.255 0.978
C: 1.716 -1.352 0.184
O: 0.629 -0.618 0.842
C: -0.506 -1.544 0.958
C: -1.870 -0.780 1.225
O: -2.645 -0.870 0.016
C: -3.926 -1.413 0.192
N: -4.022 -2.851 -0.179
C: -3.859 -3.713 0.848
N: -4.366 -3.515 2.091
N: -3.186 -4.877 0.646
H: 4.490 -5.480 1.729
H: 5.341 -4.499 0.443
H: 3.731 -5.229 0.136
H: 3.931 -3.301 2.460
H: 2.519 -3.770 1.418
H: 2.924 -1.218 2.074
H: 3.632 -0.352 0.662
H: 1.523 -2.438 0.076
H: 1.918 -0.964 -0.841
H: -0.302 -2.195 1.834
H: -0.659 -2.166 0.045
H: -1.652 0.283 1.474
H: -2.339 -1.249 2.111
H: -4.598 -0.858 -0.495
H: -4.300 -1.224 1.213
H: -3.433 -3.096 -0.973
H: -5.229 -2.971 2.085
H: -4.649 -4.448 2.401
H: -2.482 -5.226 1.280
H: -3.480 -5.437 -0.144
F: -2.936 -2.215 3.926
O: -1.148 2.247 -1.301
Cl: -2.275 1.905 -2.146
O: -1.962 0.712 -2.880
O: -2.526 3.009 -3.076
O: -3.439 1.689 -1.341
Al: -0.207 -0.507 -1.126
Br: -3.026 -3.578 5.536
N: 5.966 -0.022 2.921
O: 4.976 0.705 2.880
O: 5.990 -1.003 3.672
O: 6.955 0.238 2.214
N: -2.077 4.373 3.270
C: -3.211 4.153 2.536
C: -2.883 3.340 1.483
C: -1.496 3.052 1.590
C: -1.029 3.702 2.704
H: -2.024 4.939 4.098
H: -4.151 4.596 2.824
H: -3.559 2.989 0.721
H: -0.909 2.441 0.927
H: -0.044 3.746 3.141
C: 8.607 0.460 5.188
O: 7.644 1.172 4.663
H: 8.905 -0.452 4.612
H: 9.578 0.964 5.340
H: 8.399 0.015 6.187
C: 1.899 3.040 -3.194
O: 1.847 1.871 -3.548
N: 2.232 4.051 -4.043
N: 1.627 3.432 -1.918
H: 2.280 5.015 -3.771
H: 2.438 3.802 -4.994
H: 1.377 2.715 -1.264
H: 1.663 4.385 -1.605
C: -3.288 1.814 -7.523
C: -3.748 0.983 -6.341
O: -3.413 1.624 -5.114
H: -2.209 1.972 -7.481
H: -3.535 1.324 -8.467
H: -3.758 2.801 -7.508
H: -3.261 0.007 -6.347
H: -4.832 0.829 -6.375
H: -3.851 2.482 -5.104
Be: -1.323 4.428 -3.646

Forces on the atoms, in the same order (eV/Å):
C -0.97 0.24 -0.32
C 0.69 -1.31 0.14
O -0.33 0.00 0.71
C -0.18 0.31 -0.67
C 2.30 -0.39 0.93
O -0.84 -1.48 -1.49
C -1.02 0.07 2.52
C 1.65 -0.14 0.16
O -0.57 -0.78 0.99
C -1.45 1.99 -1.15
N 1.11 -0.33 1.78
C -0.12 -0.11 0.02
N -1.10 -1.01 -1.59
N -0.17 -0.14 -0.70
H 0.08 0.49 -0.43
H -0.39 -0.02 0.42
H 0.60 0.14 0.26
H -0.29 0.35 -0.56
H 0.43 0.35 0.19
H -0.02 -0.04 -0.50
H -0.34 -0.42 0.31
H -0.31 0.64 0.18
H -0.08 -0.07 0.60
H 0.09 0.17 -0.62
H 0.29 0.00 0.69
H -0.31 -0.53 -0.24
H -0.05 0.20 -0.61
H 0.52 -0.32 0.31
H 0.23 -0.42 -0.39
H -0.21 0.21 -0.01
H 0.59 0.63 0.30
H 0.54 0.35 0.67
H -0.56 -0.10 0.21
H 0.63 0.11 -0.04
F 0.02 -1.99 2.56
O 0.02 -0.08 -0.22
Cl -0.11 -1.09 0.73
O 0.15 0.02 0.03
O 0.52 1.19 -0.23
O -0.01 0.31 -0.30
Al -0.40 1.76 -2.45
Br 0.15 2.11 -2.46
N -0.41 -0.07 0.44
O -0.03 -0.06 -0.25
O 0.20 -0.05 -0.07
O 0.30 0.30 0.33
N -0.01 -0.09 -0.07
C 0.01 0.03 0.06
C -0.19 -0.04 0.04
C 0.12 -0.05 0.30
C 0.04 0.01 0.09
H 0.01 -0.01 -0.05
H 0.02 0.00 -0.05
H 0.05 0.05 -0.02
H 0.02 0.12 -0.01
H -0.02 0.00 -0.04
C 1.69 0.57 1.03
O -0.21 -0.45 -0.59
H -0.71 -0.30 -0.24
H -0.13 0.39 -0.48
H -0.83 -0.40 -0.24
C 0.12 0.11 -0.03
O -0.10 -0.11 0.15
N 0.09 -0.07 -0.26
N 0.05 -0.05 0.24
H -0.05 -0.03 0.02
H -0.02 0.02 0.05
H -0.08 0.12 -0.03
H -0.01 -0.01 -0.03
C 0.06 -0.04 -0.07
C -0.12 0.45 -0.01
O -0.11 -0.27 -0.26
H -0.02 -0.08 0.00
H 0.00 0.06 -0.01
H -0.08 -0.06 -0.05
H 0.02 0.04 0.15
H 0.01 -0.14 -0.14
H 0.05 -0.05 0.04
Be -0.51 -0.70 0.33

Results
E_HOMO, eV: -7.69
Max |F|, eV/A: 3.25
E_LUMO, eV: -6.51
HOMO-LUMO gap, eV: 1.18
Charge: +1

The net atomic charges from Mulliken, expressed in e, are: -1.193, 0.061, -0.374, -0.555, -0.237, -0.270, -0.619, 0.322, 0.193, -0.989, -0.058, 0.512, -0.289, -0.487, 0.352, 0.311, 0.282, 0.301, 0.107, 0.356, 0.327, 0.233, 0.340, 0.672, 0.394, -0.100, -0.075, 0.205, 0.484, 0.305, 0.287, 0.353, 0.239, 0.229, -0.390, -0.440, 1.577, -0.556, -0.695, -0.670, 0.214, 0.237, 1.066, -0.541, -0.504, -0.471, 0.043, -0.846, -0.330, 0.066, -1.108, 0.189, 0.420, 0.502, 0.584, 0.442, -0.493, -0.209, 0.301, 0.311, 0.290, 0.558, -0.602, -0.365, -0.221, 0.172, 0.226, 0.040, 0.193, -1.076, -0.305, -0.282, 0.258, 0.363, 0.325, 0.280, 0.264, 0.197, 0.371



2.
A cluster of 7 separate species, C30H73N7O4 in total at a distorted geometry, computed with the ωB97M-V functional and the def2-TZVPD basis.

Atoms and positions in Å:
C: 24.977 4.697 5.236
C: 23.878 4.523 6.249
N: 22.723 3.692 5.713
C: 21.916 4.540 4.770
C: 21.021 3.697 3.822
C: 21.910 3.109 6.794
C: 22.627 1.853 7.366
H: 24.647 5.461 4.532
H: 25.185 3.736 4.766
H: 25.983 4.906 5.599
H: 24.243 3.917 7.077
H: 23.586 5.468 6.708
H: 21.296 5.197 5.381
H: 22.473 5.275 4.190
H: 20.457 4.364 3.169
H: 21.711 3.078 3.249
H: 20.294 3.063 4.329
H: 20.897 2.805 6.527
H: 21.689 3.827 7.583
H: 21.948 1.290 8.006
H: 23.568 2.090 7.862
H: 22.929 1.197 6.549
C: 15.563 7.948 3.382
C: 15.537 8.524 1.903
N: 16.654 9.463 1.709
C: 16.770 10.552 2.705
C: 15.466 11.439 2.817
C: 16.670 9.815 0.271
C: 17.912 10.666 -0.030
H: 15.191 8.636 4.141
H: 16.532 7.630 3.768
H: 14.944 7.051 3.407
H: 15.679 7.663 1.250
H: 14.598 8.993 1.609
H: 17.098 10.189 3.679
H: 17.554 11.242 2.393
H: 15.564 12.311 3.464
H: 15.217 11.859 1.843
H: 14.564 10.924 3.148
H: 15.778 10.347 -0.060
H: 16.808 8.916 -0.330
H: 17.747 11.721 0.190
H: 18.008 10.621 -1.114
H: 18.908 10.345 0.278
C: 16.876 5.790 -1.567
C: 16.442 4.268 -1.813
N: 15.648 4.105 -3.022
C: 15.605 2.686 -3.440
C: 16.934 1.934 -3.687
C: 14.266 4.719 -2.848
C: 13.486 4.751 -4.210
H: 16.078 6.349 -1.079
H: 17.112 6.244 -2.530
H: 17.823 5.816 -1.029
H: 17.371 3.712 -1.934
H: 15.906 3.884 -0.945
H: 15.011 2.059 -2.774
H: 15.083 2.648 -4.396
H: 16.713 0.963 -4.131
H: 17.610 2.498 -4.330
H: 17.408 1.887 -2.707
H: 14.436 5.777 -2.646
H: 13.673 4.261 -2.057
H: 12.623 5.417 -4.197
H: 13.153 3.764 -4.531
H: 14.094 5.148 -5.023
C: 20.344 14.173 2.514
C: 19.764 13.546 3.795
O: 18.546 13.447 3.955
N: 20.671 13.015 4.649
C: 20.313 12.529 5.935
H: 19.731 15.006 2.171
H: 20.540 13.418 1.752
H: 21.319 14.596 2.757
H: 21.645 13.162 4.429
H: 20.239 13.409 6.574
H: 21.141 11.907 6.275
H: 19.377 11.969 5.923
C: 19.114 6.858 1.519
C: 20.018 7.738 2.325
O: 21.090 7.355 2.746
N: 19.450 8.904 2.641
C: 20.091 9.917 3.491
H: 19.440 5.825 1.648
H: 19.233 7.205 0.492
H: 18.059 7.039 1.719
H: 18.486 9.078 2.392
H: 19.322 10.588 3.874
H: 20.810 10.596 3.032
H: 20.529 9.481 4.389
C: 23.178 9.799 7.230
C: 24.561 9.150 6.955
O: 25.454 9.233 7.790
N: 24.775 8.579 5.764
C: 23.861 8.347 4.695
H: 22.949 10.513 6.438
H: 23.232 10.451 8.102
H: 22.306 9.147 7.290
H: 25.695 8.255 5.500
H: 23.326 7.405 4.818
H: 24.398 8.333 3.746
H: 23.236 9.230 4.561
C: 18.852 9.176 9.378
C: 19.136 8.891 7.908
O: 19.476 9.751 7.112
N: 18.959 7.607 7.523
C: 19.172 7.119 6.180
H: 18.438 10.170 9.548
H: 19.829 9.102 9.855
H: 18.221 8.410 9.831
H: 18.801 6.961 8.284
H: 18.637 7.713 5.439
H: 18.800 6.125 5.930
H: 20.249 7.120 6.009

Forces on the atoms, in the same order (eV/Å):
C 0.15 -0.35 -0.50
C -0.64 -1.91 0.77
N 0.35 1.68 -0.95
C -1.11 -0.69 0.85
C 0.85 0.55 0.44
C 0.81 -0.54 0.42
C -0.23 0.46 -0.56
H 0.48 -0.20 -0.40
H -0.59 -0.01 -0.53
H -0.28 0.74 0.64
H 0.22 0.10 0.12
H -0.42 0.30 -0.16
H -0.45 0.10 0.18
H 0.60 -0.55 -0.11
H 0.15 -0.01 -0.10
H -0.26 -0.14 -0.25
H 0.17 0.00 0.19
H 0.19 0.01 -0.90
H 0.33 0.34 0.36
H 0.19 0.08 0.27
H -0.22 0.09 0.38
H -0.25 0.00 -0.21
C -0.79 0.25 -0.84
C 1.32 -0.32 2.22
N -0.42 -0.74 -0.58
C -1.66 1.15 -0.72
C 0.41 -0.22 -0.14
C 2.11 0.59 1.45
C -0.46 0.54 -1.57
H -0.20 0.15 -0.18
H 0.32 0.12 -0.58
H -0.17 0.04 0.08
H 0.16 0.08 -0.24
H -0.42 -0.02 0.34
H -0.31 -0.35 -0.03
H 0.11 -0.16 -0.13
H 0.45 -0.16 0.19
H 0.10 -0.08 -0.25
H 0.18 -0.38 0.10
H -0.27 0.05 -0.06
H -0.45 -0.33 0.30
H 0.21 -0.01 0.29
H -0.02 0.28 -0.34
H -0.39 -0.30 0.77
C -0.31 -1.60 -0.59
C 0.64 1.78 -0.08
N -0.82 -0.28 0.04
C -0.34 0.12 -1.08
C -0.37 1.37 0.85
C 1.09 0.06 -2.23
C 0.34 -0.31 0.37
H 0.27 0.09 0.13
H -0.28 0.00 -0.16
H -0.32 0.03 0.47
H -0.14 -0.04 0.07
H 0.01 -0.11 0.39
H -0.22 -0.06 0.51
H -0.23 0.19 -0.02
H 0.15 0.00 0.26
H -0.11 0.01 -0.17
H 0.34 -0.75 -0.21
H 0.08 -0.13 0.53
H 0.02 -0.18 0.18
H -0.14 -0.12 0.45
H -0.11 -0.02 0.11
H 0.41 -0.06 0.18
C 0.56 0.15 1.00
C -0.82 -0.41 -0.92
O 0.84 0.23 0.14
N 0.13 0.66 -1.69
C 0.28 0.03 0.74
H -0.20 -0.42 -0.12
H -0.42 0.01 -0.07
H 0.18 0.09 -0.05
H -0.21 -0.03 0.14
H -0.29 -0.24 0.56
H -0.36 -0.15 0.23
H 0.25 0.05 0.02
C 0.08 0.16 -0.68
C -1.11 -0.50 0.93
O 1.13 0.01 -0.02
N 0.85 1.79 0.73
C -0.59 -0.06 0.54
H -0.29 0.09 -0.21
H 0.15 -0.41 -0.36
H 0.03 -0.27 0.34
H -0.16 -0.24 -0.41
H -0.19 -0.14 -0.08
H 0.22 -0.43 -0.53
H 0.18 -0.22 -0.15
C 0.46 0.39 -0.53
C -0.39 0.79 1.31
O -0.10 -0.04 -0.13
N 0.83 -0.55 -1.03
C -0.66 0.64 -0.67
H 0.00 -0.14 -0.43
H 0.23 -0.55 0.27
H 0.23 -0.26 0.04
H 0.18 0.19 1.05
H -0.44 0.26 -0.16
H 0.22 -0.36 0.07
H -0.67 -0.41 0.20
C 0.51 -0.43 -0.25
C -0.66 -0.20 -0.39
O 0.23 0.54 -0.09
N -0.61 -0.41 0.82
C 0.43 0.23 -0.43
H 0.07 -0.11 -0.24
H 0.05 0.20 0.30
H -0.11 0.07 -0.05
H -0.17 -0.25 -0.31
H 0.33 0.58 0.12
H -0.04 -0.25 0.99
H 0.01 0.11 -0.59

Results
E_HOMO (alpha / beta), eV: 0.72 / -6.25
Energy relative to the best compared isomer or geometry (same formula, charge and spin), kcal/mol: 16.2
Multiplicity: 2
Max |F|, eV/A: 2.63
E_LUMO (alpha / beta), eV: 2.32 / 2.27
HOMO-LUMO gap (alpha / beta), eV: 1.60 / 8.52
Charge: -1

Atomic partial charges in e from the Mulliken method, atoms 1 to 99: -1.276, -0.312, 0.245, 0.171, -0.955, -0.725, -1.265, 0.152, 0.370, 0.390, 0.487, 0.199, 0.038, 0.298, -0.261, 0.386, 0.361, 0.366, 0.386, 0.434, 0.324, 0.323, -1.245, -0.469, 1.028, 0.062, -1.757, -0.246, -1.427, 0.323, -0.265, 0.711, -0.108, 0.574, 0.097, 0.342, 0.426, 0.345, 0.288, 0.489, -0.056, 0.259, 0.634, 0.100, -0.911, -0.559, 0.028, -0.446, -1.296, -0.346, -1.371, 0.091, 0.331, 0.224, 0.403, 0.299, 0.368, 0.339, 0.398, 0.337, 0.319, 0.274, 0.356, 0.425, 0.322, 0.346, -1.446, 0.785, -0.568, 0.056, -0.319, 0.344, 0.257, 0.483, 0.220, 0.371, -0.255, 0.244, -0.799, 0.534, -0.577, 0.550, -0.180, 0.413, 0.207, 0.013, -0.148, -0.260, 0.248, -0.096, -0.465, 0.419, -0.618, 0.099, -1.072, -0.125, 0.425, -0.015, 0.263



3.
A cluster of 2 separate species, C6H10N2O3S in total at a distorted geometry, computed with the ωB97M-V functional and the def2-TZVPD basis.

Atoms and positions in Å:
C: -1.802 0.801 2.793
C: -2.815 0.176 2.031
C: -0.621 1.196 2.205
C: -2.452 -0.370 0.862
C: -0.079 0.490 1.035
C: -1.213 -0.137 0.163
N: 1.116 1.138 0.479
N: 2.607 -2.100 -2.333
O: 2.082 -1.092 -4.575
O: 1.794 0.211 -2.500
O: -1.049 -0.428 -0.995
S: 1.471 -1.269 -3.290
H: -2.224 1.181 3.770
H: -3.853 0.013 2.274
H: 0.206 1.815 2.615
H: -3.345 -0.758 0.285
H: 0.482 -0.405 1.405
H: 1.075 2.125 0.367
H: 1.471 0.773 -0.366
H: 2.674 -1.782 -1.362
H: 3.454 -2.064 -2.828
H: 1.021 0.486 -2.034

Forces on the atoms, in the same order (eV/Å):
C 0.40 3.12 1.57
C 0.98 -1.77 -1.43
C 0.20 -0.83 1.85
C -3.20 -0.58 -1.24
C 0.57 -0.89 -0.94
C 1.34 0.54 0.41
N -0.78 0.51 0.60
N -1.73 -0.43 0.23
O 0.39 -0.38 -0.78
O 0.51 -0.78 -0.89
O 0.37 -0.05 -0.81
S 0.56 1.14 2.15
H 1.33 -0.04 -0.97
H 0.05 0.40 0.78
H -1.18 -0.23 0.53
H 1.59 0.14 0.18
H -1.26 -0.19 0.42
H -0.45 0.84 -0.04
H 0.34 -0.84 -0.69
H -0.05 -0.03 -0.68
H 1.57 0.04 -0.53
H -1.53 0.31 0.26

Results
E_HOMO, eV: -9.21
Energy relative to the best compared isomer or geometry (same formula, charge and spin), kcal/mol: 47.1
Max |F|, eV/A: 3.52
E_LUMO, eV: -0.78
HOMO-LUMO gap, eV: 8.43

The net atomic charges from natural (NBO), expressed in e, are: -0.252, -0.141, -0.122, -0.309, -0.213, 0.526, -0.829, -1.061, -0.927, -0.926, -0.561, 1.652, 0.224, 0.230, 0.229, 0.222, 0.258, 0.365, 0.372, 0.393, 0.388, 0.484



4.
A structure of composition C6H10O at a distorted geometry, computed with the ωB97M-V functional and the def2-TZVPD basis.

Atoms and positions in Å:
C: -1.557 -0.191 -1.079
C: -0.925 -0.129 0.303
C: 0.033 -1.282 0.717
C: 1.033 -0.272 1.176
O: 1.953 -0.203 -0.417
C: 1.294 1.028 -0.551
C: 0.250 0.876 0.564
H: -2.083 0.742 -1.318
H: -2.285 -1.010 -1.135
H: -0.800 -0.365 -1.854
H: -1.704 0.016 1.063
H: -0.276 -2.115 1.341
H: 0.559 -1.624 -0.174
H: 1.646 -0.304 2.086
H: 0.924 1.238 -1.559
H: 1.966 1.846 -0.274
H: 0.028 1.794 1.115

Forces on the atoms, in the same order (eV/Å):
C 0.02 0.00 0.03
C -0.05 0.05 0.00
C -0.04 -0.21 -0.30
C 1.94 -0.24 -2.17
O -0.67 -0.44 3.12
C -0.64 0.98 0.33
C -0.07 0.49 -0.52
H 0.09 -0.15 0.05
H 0.13 0.14 0.01
H -0.11 0.03 0.16
H 0.17 0.03 -0.10
H -0.18 0.12 0.19
H -0.56 -0.73 -0.07
H 0.02 0.06 -0.60
H 0.00 -0.18 -0.10
H 0.02 0.25 -0.04
H -0.07 -0.19 0.02

Results
E_HOMO, eV: -9.07
Energy relative to the best compared isomer or geometry (same formula, charge and spin), kcal/mol: 67.1
Max |F|, eV/A: 3.22
E_LUMO, eV: 1.04
HOMO-LUMO gap, eV: 10.11

The net atomic charges from natural (NBO), expressed in e, are: -0.615, -0.194, -0.491, 0.180, -0.614, -0.058, -0.290, 0.211, 0.214, 0.212, 0.204, 0.217, 0.275, 0.213, 0.166, 0.157, 0.213